--- one ---
The following is a DFT calculation (ωB97M-V with the def2-TZVPD basis set) of a 2-piece molecular cluster, C4H12 overall.

The geometry in XYZ format:
```
16
Properties=species:S:1:pos:R:3:lowdin_charge:R:1
C -1.15723 -1.98091 0.25434 -0.35
C -0.43528 -1.95021 1.59702 -0.30
H -1.93584 -1.22759 0.17609 0.02
H -0.49588 -1.74709 -0.58201 0.02
H -1.62115 -2.94327 0.09740 0.03
H 0.23283 -1.10048 1.73179 0.03
H -1.13253 -1.98204 2.43693 0.04
H 0.15712 -2.86481 1.63282 0.04
C 1.23240 2.24313 -1.49260 -0.36
C 0.40117 1.68755 -0.35294 -0.35
H 2.24826 1.86351 -1.52601 0.03
H 0.78634 2.00943 -2.46324 0.03
H 1.21509 3.33981 -1.46985 0.04
H -0.63212 2.05457 -0.34870 0.03
H 0.68756 1.99668 0.65837 0.03
H 0.44928 0.60175 -0.34943 0.02
```

Calculated values
molecular weight	60.140	g/mol
charge	-1
2S+1	2

--- two ---
The following is a DFT calculation (ωB97M-V with the def2-TZVPD basis set) of a 2-piece molecular cluster, C4H12 overall.

The geometry in XYZ format:
```
16
Properties=species:S:1:pos:R:3:lowdin_charge:R:1
C 0.42369 -0.41060 -2.44230 -0.38
C 0.38175 -1.95545 -2.38320 -0.29
H -0.41537 0.12778 -1.98626 0.00
H 1.38075 0.00257 -1.88944 0.04
H 0.50090 0.08320 -3.46718 0.04
H -0.76118 -1.98011 -2.48826 0.06
H 0.83530 -2.35226 -3.17971 -0.02
H 0.83113 -2.38725 -1.47944 0.03
C 0.05538 1.55521 2.15102 -0.38
C -0.90175 0.58519 2.64761 -0.33
H 0.10382 1.92661 1.21707 -0.02
H 0.07184 2.52615 2.68443 0.06
H 1.12184 1.23693 2.19014 0.04
H -0.59383 0.41147 3.70623 0.06
H -1.09057 -0.33436 2.05836 0.04
H -1.94370 0.96493 2.66093 0.05
```

Calculated values
molecular weight	60.140	g/mol
charge	-1
2S+1	2

--- three ---
The following is a DFT calculation (ωB97M-V with the def2-TZVPD basis set) of a 2-piece molecular cluster, C4H12 overall.

The geometry in XYZ format:
```
16
Properties=species:S:1:pos:R:3:lowdin_charge:R:1
C 1.74016 0.48749 0.23992 -0.27
C 1.69149 -0.80224 1.17260 -0.28
H 0.80898 1.03657 0.12238 0.02
H 2.38202 1.18152 0.62341 -0.02
H 2.20791 0.29196 -0.82274 0.08
H 2.76814 -1.17991 0.99853 0.06
H 0.86185 -1.54108 0.92972 0.04
H 1.72820 -0.52024 2.15178 -0.03
C -1.33832 -0.28846 -1.12733 -0.31
C -2.11329 0.56603 -0.23192 -0.46
H -1.94776 -1.13533 -1.65333 0.07
H -1.09881 0.40939 -2.00475 0.07
H -0.66142 -0.76014 -0.50139 -0.01
H -2.11706 1.55592 -0.63636 0.02
H -1.75752 0.48473 0.74342 -0.01
H -3.15457 0.21379 -0.00394 0.04
```

Calculated values
molecular weight	60.140	g/mol
charge	-1
2S+1	2

Verdict on stability: one comes out on top.

--- one ---
The following is a DFT calculation (ωB97M-V with the def2-TZVPD basis set) of a 2-piece molecular cluster, C4H12 overall.

The geometry in XYZ format:
```
16
Properties=species:S:1:pos:R:3:lowdin_charge:R:1
C 1.65983 -0.02802 0.22998 -0.34
C 2.79211 -0.79916 -0.45363 -0.32
H 0.71582 -0.47919 -0.07001 0.02
H 1.67937 0.04579 1.31535 0.03
H 1.59423 0.99008 -0.17418 0.03
H 2.59096 -1.87072 -0.52186 0.03
H 3.03401 -0.44069 -1.45228 0.03
H 3.70395 -0.69247 0.14243 0.03
C -1.99795 0.02282 -0.51240 -0.39
C -2.45554 0.79601 0.73375 -0.28
H -1.12189 0.47253 -0.97743 0.01
H -1.71690 -0.98077 -0.19072 0.01
H -2.79652 -0.09930 -1.24288 0.02
H -1.65497 0.87015 1.46686 0.04
H -2.77258 1.78808 0.42566 0.03
H -3.30975 0.29976 1.19361 0.04
```

Calculated values
molecular weight	60.140	g/mol
charge	-1
2S+1	2

--- two ---
The following is a DFT calculation (ωB97M-V with the def2-TZVPD basis set) of a 2-piece molecular cluster, C4H12 overall.

The geometry in XYZ format:
```
16
Properties=species:S:1:pos:R:3:lowdin_charge:R:1
C -1.49451 -0.01038 0.16931 -0.41
C -3.05847 -0.27764 -0.27016 -0.32
H -1.67929 0.71301 1.04281 0.02
H -0.99168 -0.86811 0.49814 -0.03
H -0.83985 0.54565 -0.59925 0.04
H -3.54152 0.66989 0.20070 0.04
H -3.60891 -1.13480 0.14212 0.02
H -3.12274 -0.34822 -1.36708 0.01
C 1.78974 0.12798 0.60778 -0.30
C 2.70807 -0.00107 -0.61811 -0.29
H 2.44139 0.52706 1.40908 0.04
H 0.94735 0.86208 0.65905 0.04
H 1.47250 -0.87461 0.86555 0.03
H 2.42520 0.71468 -1.44355 0.05
H 3.65423 0.35318 -0.23222 0.02
H 2.89850 -0.99871 -1.06419 0.04
```

Calculated values
molecular weight	60.140	g/mol
charge	-1
2S+1	2

Verdict on stability: one comes out on top.

--- one ---
The following is a DFT calculation (ωB97M-V with the def2-TZVPD basis set) of a 2-piece molecular cluster, C4H12 overall.

The geometry in XYZ format:
```
16
Properties=species:S:1:pos:R:3:lowdin_charge:R:1
C -1.91252 -2.27342 0.41185 -0.37
C -1.00162 -1.16018 -0.13642 -0.41
H -2.90174 -1.91884 0.66722 0.03
H -1.98345 -3.12394 -0.27762 0.03
H -1.41143 -2.76757 1.24827 0.03
H -0.31541 -1.54713 -0.89067 0.02
H -1.63221 -0.39693 -0.59325 0.02
H -0.42687 -0.71568 0.67323 0.01
C 1.86044 1.10966 -0.12534 -0.28
C 1.02519 2.37446 -0.13986 -0.27
H 2.28791 0.84215 -1.09605 0.04
H 2.71961 1.12323 0.54681 0.04
H 1.25455 0.26259 0.17532 0.01
H 1.66520 3.26199 -0.07882 0.04
H 0.31269 2.45125 0.68072 0.03
H 0.45965 2.47836 -1.06540 0.04
```

Calculated values
molecular weight	60.140	g/mol
charge	-1
2S+1	2

--- two ---
The following is a DFT calculation (ωB97M-V with the def2-TZVPD basis set) of a 2-piece molecular cluster, C4H12 overall.

The geometry in XYZ format:
```
16
Properties=species:S:1:pos:R:3:lowdin_charge:R:1
C 0.23981 0.51587 -1.91468 -0.32
C -0.99119 0.29941 -2.77463 -0.31
H 0.55904 1.62086 -1.72842 0.07
H 0.23408 0.02009 -0.90292 0.04
H 1.03987 0.09001 -2.51269 0.02
H -1.74529 0.91335 -2.29378 0.03
H -1.32185 -0.77012 -2.85933 0.06
H -0.76047 0.74878 -3.66675 0.01
C 0.84178 0.09583 2.45294 -0.34
C -0.17428 -1.03736 2.19120 -0.42
H 1.40166 0.26176 1.55380 0.00
H 0.34964 1.04377 2.73415 0.02
H 1.64837 -0.31880 3.26988 0.08
H -0.87950 -0.60498 1.37733 0.05
H -0.80693 -1.01871 3.12952 0.03
H 0.36526 -1.85978 1.94439 -0.03
```

Calculated values
molecular weight	60.140	g/mol
charge	-1
2S+1	2

--- three ---
The following is a DFT calculation (ωB97M-V with the def2-TZVPD basis set) of a 2-piece molecular cluster, C4H12 overall.

The geometry in XYZ format:
```
16
Properties=species:S:1:pos:R:3:lowdin_charge:R:1
C -1.69285 -0.51377 0.43005 -0.33
C -2.70448 -0.71922 -0.70078 -0.29
H -0.94381 -1.27290 0.60761 0.03
H -1.21326 0.45954 0.38175 0.02
H -2.21610 -0.47074 1.40697 0.04
H -2.34374 -0.17893 -1.57314 0.03
H -3.66952 -0.38156 -0.32193 0.04
H -2.85464 -1.76818 -0.90938 0.03
C 2.47732 0.29365 0.75753 -0.33
C 1.92757 0.96336 -0.55179 -0.38
H 3.44927 0.66051 1.12433 0.03
H 1.87736 0.30413 1.65647 0.02
H 2.61044 -0.75483 0.38571 0.04
H 1.15623 0.28758 -0.87884 0.01
H 2.86202 1.11346 -1.15753 0.04
H 1.41075 1.90878 -0.33474 0.01
```

Calculated values
molecular weight	60.140	g/mol
charge	-1
2S+1	2

Verdict on stability: one comes out on top.

--- one ---
The following is a DFT calculation (ωB97M-V with the def2-TZVPD basis set) of an isolated ion of composition C2H6N3O2S2 and charge +1.

The geometry in XYZ format:
```
15
Properties=species:S:1:pos:R:3:lowdin_charge:R:1
C -2.16523 0.56276 0.02839 -0.12
C -0.13509 -0.55434 -0.22431 -0.52
N -2.42510 -0.57026 0.67794 -0.24
N -0.91236 0.69131 -0.33616 0.04
N 2.54970 0.24534 -0.80939 -0.04
O 1.23167 1.25228 1.21156 -0.30
O 1.95381 -1.24650 1.18572 -0.31
S -1.11933 -1.66553 0.87312 1.07
S 1.52154 -0.01839 0.54953 0.66
H -2.98438 1.31139 -0.08438 0.19
H 0.21207 -1.04902 -1.17695 0.12
H -3.36583 -0.72038 1.03759 0.14
H -0.29930 1.37671 -0.78220 0.18
H 3.21535 0.98479 -0.86914 0.08
H 2.72247 -0.60016 -1.28134 0.05
```

Calculated values
molecular weight	168.223	g/mol
charge	+1
SMILES	NS(=O)(=O)[C@@H]1[NH+]=CNS1

--- two ---
The following is a DFT calculation (ωB97M-V with the def2-TZVPD basis set) of an isolated ion of composition C2H6N3O2S2 and charge +1.

The geometry in XYZ format:
```
15
Properties=species:S:1:pos:R:3:lowdin_charge:R:1
C 0.10356 1.35388 -0.30477 -0.55
C 0.16770 -0.41062 -1.89555 -0.39
N -1.16251 1.30803 -1.02396 -0.24
N 0.84287 0.60037 -1.31993 0.03
N 0.24019 -1.27405 2.54822 -0.15
O 0.15960 0.83212 0.89075 -0.19
O -0.69678 -1.54672 0.30863 -0.46
S -1.42121 -0.07699 -1.94583 1.16
S 0.47792 -0.98305 0.95639 0.98
H 0.40847 2.30752 -0.42759 0.13
H 0.63646 -1.21371 -2.29819 0.09
H -2.07486 1.65914 -0.50865 0.18
H 1.82759 0.42689 -1.04450 0.18
H 1.14188 -1.44401 3.17505 0.16
H -0.65088 -1.53880 2.88991 0.06
```

Calculated values
molecular weight	168.223	g/mol
charge	+1

Verdict on stability: one comes out on top.

--- one ---
The following is a DFT calculation (ωB97M-V with the def2-TZVPD basis set) of C5H5NO in the gas phase.

The geometry in XYZ format:
```
12
Properties=species:S:1:pos:R:3:lowdin_charge:R:1
O -0.91723 2.29962 0.51834 0.03
C -0.98718 1.01448 0.23128 -0.03
C 0.37323 0.45743 0.36692 -0.26
C 0.37953 -0.97806 0.84802 -0.07
C 0.67686 -0.69734 -0.58391 -0.24
C -0.27286 -1.04411 -1.62126 -0.20
N -0.98795 -1.34060 -2.48185 0.15
H -1.81090 2.66126 0.43038 0.11
H 1.21534 1.09817 0.63062 0.14
H -0.58807 -1.40831 1.08340 0.12
H 1.20634 -1.28908 1.47743 0.11
H 1.71289 -0.77345 -0.89936 0.14
```

Calculated values
molecular weight	95.101	g/mol

--- two ---
The following is a DFT calculation (ωB97M-V with the def2-TZVPD basis set) of a 2-piece molecular cluster, C5H5NO overall.

The geometry in XYZ format:
```
12
Properties=species:S:1:pos:R:3:lowdin_charge:R:1
O 0.39310 0.40160 2.01271 0.03
C 0.94329 0.27004 0.93446 -0.57
C 2.39220 0.21941 0.57086 -0.06
C 3.14708 0.00938 -0.35780 0.14
C 0.49220 -0.04118 -0.38503 0.13
C -2.60001 -0.45062 -0.37951 -0.03
N -1.58308 0.22579 -0.02449 0.04
H 3.82237 -0.21051 -1.15532 0.05
H 0.63308 0.75832 -1.10723 0.05
H -3.30125 -0.89556 0.33761 0.08
H -2.79985 -0.64729 -1.43354 0.08
H -1.53913 0.36062 0.98727 0.07
```

Calculated values
molecular weight	95.101	g/mol

Verdict on stability: one comes out on top.

--- one ---
The following is a DFT calculation (ωB97M-V with the def2-TZVPD basis set) of C5H5NO in the gas phase.

The geometry in XYZ format:
```
12
Properties=species:S:1:pos:R:3:lowdin_charge:R:1
O -1.30751 -1.76145 0.32813 0.08
C -0.84630 -0.88581 1.00917 -0.23
C -0.52832 0.50701 0.50878 -0.20
C 0.94816 0.66417 0.40118 -0.07
C 0.11408 0.56463 -0.86293 -0.21
C 0.10002 -0.63483 -1.68124 -0.20
N 0.04974 -1.56976 -2.36559 0.16
H -0.36581 -1.04357 2.00424 0.13
H -1.13179 1.36852 0.79839 0.15
H 1.52133 -0.23621 0.60608 0.12
H 1.39733 1.58873 0.75575 0.11
H 0.04905 1.43858 -1.50197 0.14
```

Calculated values
molecular weight	95.101	g/mol
SMILES	N#C[C@@H]1C[C@@H]1C=O

--- two ---
The following is a DFT calculation (ωB97M-V with the def2-TZVPD basis set) of C5H5NO in the gas phase.

The geometry in XYZ format:
```
12
Properties=species:S:1:pos:R:3:lowdin_charge:R:1
O -1.12322 -0.55125 1.80470 0.09
C -0.84681 0.02515 0.76663 -0.41
C -0.98388 1.46087 0.59696 -0.03
C -0.94056 2.64067 0.36264 0.15
C -0.32609 -0.68082 -0.43295 -0.22
C 1.20063 -0.93150 -0.66860 -0.13
N 0.30494 -1.96534 -0.22530 0.04
H -0.90217 3.68513 0.14941 0.04
H -0.21044 -0.18622 -1.39638 0.14
H 1.87808 -0.37175 -0.04906 0.11
H 1.53462 -1.11625 -1.69938 0.11
H 0.41491 -2.00869 0.79133 0.10
```

Calculated values
molecular weight	95.101	g/mol
SMILES	C#CC(=O)[C@H]1CN1

--- three ---
The following is a DFT calculation (ωB97M-V with the def2-TZVPD basis set) of C5H5NO as an isolated structure.

The geometry in XYZ format:
```
12
Properties=species:S:1:pos:R:3:lowdin_charge:R:1
N 2.82772 1.24397 0.24091 0.16
C 1.96558 0.47358 0.22476 -0.14
C 0.90644 -0.55350 0.27336 -0.26
O 0.06399 -0.36048 1.42325 -0.02
C -1.06783 -0.30961 0.56855 -0.24
C -1.01532 0.79189 -0.43254 -0.04
C -0.28582 -0.49482 -0.69695 -0.13
H 1.37706 -1.54001 0.29920 0.16
H -1.97815 -0.80031 0.89427 0.15
H -1.96484 0.95630 -0.93205 0.11
H -0.36504 1.65880 -0.38179 0.11
H -0.42819 -1.14301 -1.55312 0.14
```

Calculated values
molecular weight	95.101	g/mol

--- four ---
The following is a DFT calculation (ωB97M-V with the def2-TZVPD basis set) of C5H5NO in the gas phase.

The geometry in XYZ format:
```
12
Properties=species:S:1:pos:R:3:lowdin_charge:R:1
N 1.53203 2.07251 -1.28802 0.17
C 1.18253 1.02752 -0.93525 -0.15
C 0.77334 -0.33162 -0.53425 -0.27
O 1.22462 -0.60028 0.85922 -0.07
C 0.29582 -0.38543 1.76738 0.00
C -0.88100 0.17331 0.99540 -0.19
C -0.71392 -0.54118 -0.34399 -0.14
H 1.27838 -1.04300 -1.18695 0.16
H -0.81202 -1.61558 -0.13668 0.13
H -1.86320 0.10082 1.46310 0.11
H -0.61992 1.24584 0.93808 0.12
H -1.37964 -0.29621 -1.16960 0.13
```

Calculated values
molecular weight	95.101	g/mol

Verdict on stability: one comes out on top.